Computed, not measured: a molecular structure, C2H6NO2S2, with wB97M-V/def2-TZVPD.

Calculated values
Energy: -29428.257 eV
Energy relative to the best compared isomer or geometry (same formula, charge and spin): 36.3 kcal/mol
HOMO level: -4.3 eV
Net charge: -1

CARTESIAN COORDINATES (ANGSTROEM)
C  2.8650  1.5986  -1.1437
S  2.7508  -0.1963  -1.6106
S  0.6833  -0.4550  -0.8836
H  1.9138  2.0017  -1.4732
H  3.7300  1.9890  -1.6799
H  2.9990  1.7421  -0.0729
H  1.1411  -1.0092  0.2292
N  -2.9235  -0.4308  1.6929
C  -2.3038  -1.1349  0.5693
O  -2.8898  -2.1250  0.1259
O  -1.2148  -0.6290  0.1841
H  -3.9208  -0.3413  1.5421
H  -2.8303  -1.0099  2.5204

Cartesian forces (eV/Å) of the 6 atoms listed first:
0.22 -1.12 -0.37
-0.84 0.63 0.66
1.53 -0.15 -1.08
0.17 0.47 0.00
-0.17 0.31 -0.04
-0.08 -0.10 0.00

Want to see where the charge sits? The Mulliken charges in e are: -0.7397, -0.2602, 0.0288, 0.2613, 0.2586, 0.2542, 0.1310, -0.6012, 0.5391, -0.6826, -0.6763, 0.2583, 0.2288



Computed, not measured: 2 unconnected molecules or ions with the total composition H2N2O3S2, with wB97M-V/def2-TZVPD.

Calculated values
Energy: -30820.416 eV
Energy relative to the best compared isomer or geometry (same formula, charge and spin): 60.8 kcal/mol
HOMO level (spin up / spin down): -9.8 / -10.6 eV

CARTESIAN COORDINATES (ANGSTROEM)
N  0.0211  -0.5275  1.5148
N  0.6817  2.2224  -0.2450
O  1.1189  -1.7115  -0.5362
O  -1.0434  -2.5047  0.3752
O  -0.9106  -0.2407  -0.5722
S  -0.1217  -1.4920  0.1594
S  -0.7711  0.6284  0.8133
H  1.1769  1.4691  -0.7666
H  -0.1517  2.1566  -0.7426

Cartesian forces (eV/Å) of the 6 atoms listed first:
-0.10 -0.34 -0.15
0.78 -2.06 1.55
-1.43 0.31 0.79
-1.33 -1.86 0.19
-0.61 0.54 -0.32
3.36 0.21 -0.54

Want to see where the charge sits? The Mulliken charges in e are: -0.2460, -0.5648, -0.5006, -0.4580, -0.2452, 1.0284, 0.4296, 0.2859, 0.2707



Computed, not measured: 2 unconnected molecules or ions with the total composition C2H8S2, with wB97M-V/def2-TZVPD.

Calculated values
Energy: -23872.121 eV
Energy relative to the best compared isomer or geometry (same formula, charge and spin): 42.6 kcal/mol
HOMO level (spin up / spin down): 1.0 / -5.3 eV
Multiplicity: 2
Net charge: -1

CARTESIAN COORDINATES (ANGSTROEM)
S  -2.3895  -0.4274  -2.1878
H  -1.6427  -0.2168  -1.0590
H  -1.5132  0.3692  -2.8694
C  0.1677  -0.3602  2.1705
S  1.8956  0.1621  1.3653
C  1.1620  0.9069  -0.2108
H  0.1878  0.1087  3.1395
H  -0.7571  -0.1186  1.6302
H  0.2259  -1.4421  2.1230
H  1.9771  1.5812  -0.4527
H  0.1290  1.1700  -0.0007
H  1.1865  0.1260  -0.9745

Cartesian forces (eV/Å) of the 6 atoms listed first:
0.47 0.27 0.20
-0.28 -0.15 -0.15
-0.22 -0.14 -0.08
1.61 -0.08 -1.26
-2.71 -0.08 0.13
1.48 -1.73 0.66

Want to see where the charge sits? The Mulliken charges in e are: -1.0715, 0.1263, 0.4568, -1.0475, -0.3262, -1.1531, 0.2957, 0.4223, 0.2629, 0.6192, 0.3099, 0.1053



Computed, not measured: a molecular structure, C25H14Cl4N5O4RuS, with wB97M-V/def2-TZVPD.

Calculated values
Energy: -105300.704 eV
Energy relative to the best compared isomer or geometry (same formula, charge and spin): 16.0 kcal/mol
HOMO level (spin up / spin down): -0.1 / -2.1 eV
Multiplicity: 6
Net charge: -2

CARTESIAN COORDINATES (ANGSTROEM)
Ru  -0.4974  -0.4244  -0.1989
O  -3.0545  3.7249  0.1674
C  -2.4634  4.3145  1.2159
C  -2.9876  5.5211  1.6857
C  -2.4289  6.1453  2.7883
C  -1.3422  5.5769  3.4439
C  -0.8159  4.3837  2.9673
C  -1.3431  3.7464  1.8514
C  -0.7747  2.4571  1.3380
O  -1.5086  1.7888  0.5249
N  0.4306  2.1352  1.7434
N  0.7771  0.9106  1.2042
C  2.0195  0.5268  1.3722
C  2.3794  -0.7584  0.9557
C  3.6490  -1.3445  1.2027
C  3.8769  -2.6588  0.9417
C  2.7993  -3.4504  0.4314
C  1.6117  -2.8192  0.1745
N  1.3780  -1.5090  0.3528
H  -2.6223  2.8171  0.1036
H  -3.8427  5.9409  1.1705
H  -2.8543  7.0766  3.1471
H  -0.9129  6.0543  4.3165
H  0.0371  3.9167  3.4434
H  2.7376  1.1869  1.8533
H  4.4224  -0.7170  1.6327
H  4.8445  -3.1027  1.1438
H  2.9026  -4.5103  0.2443
H  0.7705  -3.3913  -0.2029
Cl  -0.9183  3.0485  -6.0936
C  -1.3099  2.1003  -4.6870
C  -2.6107  1.7087  -4.4460
Cl  -3.8832  2.1482  -5.5471
C  -2.9031  0.9456  -3.3049
Cl  -4.5223  0.3935  -2.9978
C  -1.9157  0.5879  -2.3967
O  -2.1642  -0.1455  -1.3342
C  -0.5709  0.9976  -2.6386
O  0.3539  0.6268  -1.7955
C  -0.2979  1.7319  -3.7901
Cl  1.3611  2.1580  -4.0873
S  -1.5534  -1.5847  1.2535
N  3.6540  -3.7167  -4.4668
C  2.6405  -3.5706  -3.9436
C  1.3419  -3.4367  -3.3184
C  0.4835  -4.5309  -3.2794
C  -0.7588  -4.3799  -2.6918
C  -1.0842  -3.1371  -2.1594
N  -0.2524  -2.1033  -2.1866
C  0.9388  -2.2300  -2.7555
H  0.7931  -5.4781  -3.7016
H  -1.4586  -5.2019  -2.6364
H  -2.0364  -2.9466  -1.6749
H  1.5649  -1.3439  -2.7414

Cartesian forces (eV/Å) of the 6 atoms listed first:
-0.24 0.40 1.02
-0.13 0.12 0.09
-0.08 -0.09 -0.05
0.06 0.04 0.05
-0.04 0.01 -0.01
0.02 -0.06 -0.03

Want to see where the charge sits? The Mulliken charges in e are: 0.6237, -0.7169, 0.1322, -0.7018, -0.2222, -0.7418, -0.2483, 0.2649, 0.6903, -0.8624, -1.1790, 0.9704, -0.5893, 0.2271, -0.9650, -0.2524, -1.1677, -0.1729, 0.5479, 0.4735, 0.3876, 0.3352, 0.3513, 0.4347, 0.2844, 0.3363, 0.3744, 0.4023, 0.5692, -0.2582, 0.2853, 0.3212, -0.2598, 0.1186, -0.2504, 0.3457, -0.9126, 0.1391, -0.6854, 0.2747, -0.2496, -0.5891, -0.5791, -0.0062, 0.0127, -0.3071, -0.8529, -0.3964, 0.6582, -0.2764, 0.4705, 0.4113, 0.4149, 0.5851



Computed, not measured: a molecular structure, C8H12AlBiCl2N2O4, with wB97M-V/def2-TZVPD.

Calculated values
Energy: -57092.980 eV
Energy relative to the best compared isomer or geometry (same formula, charge and spin): 77.5 kcal/mol
HOMO level (spin up / spin down): -18.9 / -18.9 eV
Net charge: +4

CARTESIAN COORDINATES (ANGSTROEM)
Al  0.0552  0.9087  -7.8004
Bi  0.0000  0.0000  0.0000
Cl  -0.5896  3.0314  -6.9017
Cl  2.0753  -1.1676  -0.2421
C  -0.6550  -1.2409  1.2008
C  -0.4174  1.3985  -9.5172
C  0.5196  -0.7788  -8.3895
O  -1.0624  -2.0221  1.9389
O  -0.7244  1.7046  -10.5815
O  0.7986  -1.8339  -8.7494
C  3.0868  0.7074  3.1712
N  1.8258  1.1827  3.7513
C  1.8946  1.6303  5.1336
C  0.6893  1.1558  2.9378
O  0.8901  0.6774  1.8097
N  -0.5979  1.5864  3.3071
C  -1.0693  2.0039  4.6302
C  -1.6484  1.7010  2.2988
H  3.9421  0.7483  3.8774
H  3.3551  1.3285  2.2901
H  2.9817  -0.3533  2.8542
H  1.5553  2.6832  5.2193
H  1.3528  0.9138  5.7865
H  2.9288  1.6165  5.5359
H  -1.3732  3.0712  4.6064
H  -1.9600  1.3921  4.8975
H  -0.4284  1.8644  5.4850
H  -1.3127  2.3623  1.4726
H  -1.9647  0.7161  1.9319
H  -2.5812  2.1510  2.7073

Cartesian forces (eV/Å) of the 6 atoms listed first:
-1.34 6.32 4.82
5.10 9.09 -8.10
1.21 -3.76 -1.16
-0.59 -0.07 -0.06
-5.90 -12.46 11.58
-2.49 2.68 -8.65

Want to see where the charge sits? The Mulliken charges in e are: 0.5947, 1.4037, 0.0090, -0.1987, 0.2298, 0.6058, 0.6106, -0.0312, 0.0799, 0.1004, -0.7670, 0.0933, -1.0869, 0.8479, -0.6081, 0.1797, -1.0812, -1.1680, 0.3483, 0.2647, 0.2288, 0.4125, 0.4018, 0.3480, 0.4018, 0.3911, 0.3425, 0.3989, 0.2568, 0.3909



Computed, not measured: a molecular structure, C3H7N2S, with wB97M-V/def2-TZVPD.

Calculated values
Energy: -17026.809 eV
Energy relative to the best compared isomer or geometry (same formula, charge and spin): 81.4 kcal/mol
HOMO level (spin up / spin down): -10.0 / -13.0 eV
Multiplicity: 3
Net charge: +1

CARTESIAN COORDINATES (ANGSTROEM)
C  2.2258  0.9861  -0.8069
C  1.8819  -0.9645  0.6600
C  -0.7986  -0.3305  -0.7389
N  2.1976  0.0704  -0.0899
N  -1.8766  0.1118  0.3016
S  -0.1016  -1.7165  -0.2630
H  2.6944  1.9031  -1.2846
H  2.4445  -1.8334  0.3802
H  1.7850  -0.6465  1.7636
H  -0.9527  0.1614  -1.7433
H  -2.7669  0.6167  -0.0850
H  -1.3478  0.7188  0.8702
H  -2.1350  -0.8589  0.6922

Cartesian forces (eV/Å) of the 6 atoms listed first:
0.23 2.88 -2.35
0.05 0.88 1.48
-1.84 2.70 -1.19
0.74 -0.10 0.92
-2.45 -1.53 -2.74
1.07 -2.57 0.51

Want to see where the charge sits? The Mulliken charges in e are: -0.0333, -0.3805, -0.2855, -0.0544, -0.3881, -0.3377, 0.3612, 0.3500, 0.2905, 0.4229, 0.3623, 0.3272, 0.3654